{"formula": "C4H12O3", "method": "ωB97M-V/def2-TZVPD", "elements": ["C", "C", "C", "C", "O", "H", "H", "H", "H", "H", "H", "H", "H", "O", "H", "H", "O", "H", "H"], "positions_angstrom": [[0.077, -1.342, -1.276], [0.718, -0.212, -0.429], [0.700, 1.095, -1.195], [2.097, -0.680, 0.005], [3.100, -0.513, -0.630], [-0.518, -0.900, -2.065], [-0.633, -1.946, -0.715], [0.852, -1.962, -1.717], [0.189, -0.103, 0.523], [-0.310, 1.496, -1.270], [1.261, 1.077, -2.119], [1.127, 1.934, -0.635], [2.080, -1.235, 0.965], [-1.641, 1.800, 1.364], [-2.567, 1.616, 1.144], [-1.301, 1.820, 0.456], [-1.754, -1.040, 2.426], [-2.008, -0.246, 1.930], [-1.469, -0.659, 3.238]], "lowdin_charge": [-0.043, -0.382, -0.083, -0.250, 0.069, 0.071, 0.076, 0.080, 0.105, 0.064, 0.086, 0.086, 0.130, -0.049, 0.057, 0.020, -0.052, -0.003, 0.017], "homo_ha": -0.3569, "e_above_lowest_kcal_mol": 16.1, "smiles": "CC(C)C=O.O.O", "energy_ev": -10484.440, "homo_lumo_gap_ev": 10.09}


{"formula": "C27H25Cl3F9N4O2Ti", "method": "ωB97M-V/def2-TZVPD", "elements": ["Ti", "C", "C", "N", "C", "C", "N", "C", "C", "N", "H", "H", "H", "H", "H", "H", "H", "H", "H", "H", "H", "H", "H", "H", "H", "Cl", "C", "C", "C", "Cl", "C", "O", "C", "Cl", "C", "H", "H", "C", "C", "C", "C", "N", "C", "C", "C", "C", "C", "C", "C", "H", "H", "H", "H", "H", "H", "H", "H", "F", "C", "F", "F", "C", "O", "C", "F", "F", "F", "C", "F", "F", "F"], "positions_angstrom": [[-0.454, -0.301, -0.036], [2.611, 1.673, 2.481], [1.120, 1.403, 2.835], [0.258, 1.586, 1.681], [-0.058, 2.958, 1.301], [-0.076, 3.137, -0.245], [0.724, 2.112, -0.903], [2.133, 2.467, -1.080], [2.904, 2.657, 0.224], [2.950, 1.468, 1.076], [2.891, 2.694, 2.753], [3.222, 1.007, 3.097], [1.006, 0.363, 3.142], [0.836, 2.038, 3.683], [-0.585, 1.047, 1.810], [-1.023, 3.273, 1.701], [0.700, 3.612, 1.733], [-1.101, 3.063, -0.600], [0.286, 4.145, -0.490], [0.333, 1.886, -1.810], [2.610, 1.677, -1.653], [2.230, 3.405, -1.646], [3.927, 2.935, -0.057], [2.493, 3.518, 0.762], [2.324, 0.772, 0.698], [5.868, -3.732, -2.484], [4.537, -2.791, -1.856], [3.723, -2.102, -2.729], [2.650, -1.383, -2.233], [1.662, -0.533, -3.379], [2.340, -1.337, -0.853], [1.325, -0.682, -0.325], [3.243, -2.026, -0.017], [2.985, -1.932, 1.694], [4.315, -2.750, -0.496], [3.913, -2.115, -3.793], [4.970, -3.270, 0.189], [-3.771, 2.349, 0.648], [-4.055, 2.710, -0.701], [-3.455, 1.964, -1.708], [-2.554, 0.955, -1.418], [-2.144, 0.728, -0.093], [-2.852, 1.383, 0.894], [-2.045, -0.047, -2.362], [-2.446, -0.105, -3.705], [-2.052, -1.160, -4.508], [-1.260, -2.179, -3.979], [-0.831, -2.097, -2.664], [-1.179, -1.038, -1.817], [-4.295, 2.814, 1.472], [-4.758, 3.500, -0.932], [-3.708, 2.159, -2.743], [-2.654, 1.068, 1.913], [-3.078, 0.669, -4.127], [-2.363, -1.196, -5.546], [-0.969, -3.019, -4.600], [-0.177, -2.882, -2.291], [-2.079, -3.767, 0.469], [-1.130, -3.501, 1.373], [0.013, -3.337, 0.709], [-0.991, -4.603, 2.137], [-1.461, -2.210, 2.235], [-0.894, -1.063, 1.752], [-3.022, -2.091, 2.309], [-3.603, -3.270, 2.614], [-3.530, -1.668, 1.161], [-3.389, -1.212, 3.260], [-0.908, -2.415, 3.679], [0.406, -2.691, 3.631], [-1.509, -3.397, 4.368], [-1.047, -1.292, 4.397]], "lowdin_charge": [0.984, -0.208, -0.181, -0.090, -0.174, -0.178, -0.079, -0.200, -0.215, -0.042, 0.100, 0.091, 0.099, 0.111, 0.039, 0.105, 0.099, 0.092, 0.113, 0.098, 0.092, 0.112, 0.105, 0.092, 0.043, 0.627, -0.678, -0.146, -0.541, 0.785, -0.402, -0.276, -0.556, 0.765, -0.140, 0.101, 0.103, -0.108, -0.114, -0.063, -0.253, -0.089, -0.177, -0.212, -0.058, -0.117, -0.140, -0.185, -0.189, 0.091, 0.078, 0.096, 0.105, 0.091, 0.088, 0.090, 0.093, 0.168, -0.529, 0.156, 0.152, -0.261, -0.205, -0.546, 0.152, 0.182, 0.154, -0.548, 0.142, 0.155, 0.156], "homo_ha": [-0.0899, -0.1942], "e_above_lowest_kcal_mol": 17.7, "energy_ev": -123604.755, "charge": -1, "multiplicity": 3, "homo_lumo_gap_ev": [5.02, 7.86]}


{"formula": "C2HN4", "method": "ωB97M-V/def2-TZVPD", "elements": ["C", "C", "N", "N", "N", "N", "H"], "positions_angstrom": [[0.756, -0.086, -0.559], [-0.177, -1.115, -0.237], [1.819, 0.272, -0.836], [0.115, 1.988, 0.650], [0.478, 3.013, 0.699], [-1.083, -1.746, 0.048], [-1.908, -2.325, 0.236]], "lowdin_charge": [-0.146, 0.088, 0.311, 0.012, 0.109, 0.427, 0.199], "homo_ha": -0.6639, "e_above_lowest_kcal_mol": 12.0, "energy_ev": -8040.247, "charge": 1, "homo_lumo_gap_ev": 10.87}


{"formula": "C3H7NO2", "method": "ωB97M-V/def2-TZVPD", "elements": ["C", "N", "C", "O", "O", "C", "H", "H", "H", "H", "H", "H", "H"], "positions_angstrom": [[1.116, -0.923, -1.446], [0.972, -0.996, -0.004], [0.219, -0.161, 0.762], [0.457, 0.057, 1.934], [-0.823, 0.346, 0.061], [-1.634, 1.276, 0.776], [1.177, -1.941, -1.844], [2.019, -0.363, -1.737], [0.243, -0.420, -1.865], [1.742, -1.364, 0.533], [-1.254, 1.349, 1.794], [-2.659, 0.899, 0.769], [-1.575, 2.241, 0.266]], "lowdin_charge": [-0.072, 0.023, -0.589, 0.069, -0.047, -0.043, 0.081, 0.085, 0.083, 0.141, 0.083, 0.093, 0.093], "homo_ha": -0.3574, "e_above_lowest_kcal_mol": 15.2, "smiles": "CNC(=O)OC", "energy_ev": -8809.871, "homo_lumo_gap_ev": 10.64}


{"formula": "C5H14NO", "method": "ωB97M-V/def2-TZVPD", "elements": ["C", "C", "C", "C", "C", "N", "H", "H", "H", "H", "H", "H", "H", "H", "H", "H", "H", "H", "H", "H", "O"], "positions_angstrom": [[-1.640, -1.023, 1.123], [-1.517, -0.103, -0.146], [-0.290, -0.492, -1.029], [0.865, -1.238, -0.423], [1.574, -2.283, -0.917], [0.409, 2.982, -0.128], [-1.948, -2.045, 0.914], [-0.698, -0.970, 1.664], [-2.410, -0.464, 1.644], [-2.433, -0.078, -0.734], [0.281, 0.435, -1.263], [-0.663, -0.855, -1.996], [1.917, 1.079, 1.819], [1.458, -2.517, -1.973], [2.427, -2.698, -0.389], [-1.376, 0.872, 0.278], [-0.230, 3.694, 0.164], [1.215, -0.624, 0.468], [1.036, 3.245, -0.870], [0.804, 2.355, 0.554], [1.218, 0.728, 1.241]], "lowdin_charge": [-0.058, -0.188, -0.125, -0.046, 0.199, 0.141, 0.085, 0.062, 0.085, 0.118, 0.139, 0.141, 0.060, 0.114, 0.108, 0.075, 0.051, 0.092, 0.051, -0.020, -0.082], "homo_ha": -0.5020, "e_above_lowest_kcal_mol": 211.4, "energy_ev": -8934.840, "charge": 1, "homo_lumo_gap_ev": 4.10}


{"formula": "C23H37N3O5S", "method": "ωB97M-V/def2-TZVPD", "elements": ["C", "C", "O", "C", "C", "C", "C", "C", "N", "C", "O", "C", "C", "C", "C", "N", "S", "O", "O", "N", "C", "C", "C", "C", "C", "C", "C", "C", "C", "C", "O", "C", "H", "H", "H", "H", "H", "H", "H", "H", "H", "H", "H", "H", "H", "H", "H", "H", "H", "H", "H", "H", "H", "H", "H", "H", "H", "H", "H", "H", "H", "H", "H", "H", "H", "H", "H", "H", "H"], "positions_angstrom": [[2.061, -3.013, 5.409], [1.198, -1.758, 5.490], [-0.103, -1.958, 4.969], [-0.298, -2.312, 3.663], [-1.451, -3.053, 3.431], [-1.817, -3.451, 2.161], [-1.020, -3.124, 1.077], [-1.384, -3.605, -0.301], [-1.073, -2.642, -1.336], [-0.428, -3.006, -2.454], [-0.074, -4.151, -2.672], [-0.165, -1.922, -3.511], [1.333, -1.934, -3.852], [2.144, -1.372, -2.686], [1.645, 0.028, -2.328], [0.236, -0.044, -2.029], [-0.493, 0.888, -0.894], [0.520, 1.232, 0.059], [-1.640, 0.149, -0.460], [-1.037, 2.202, -1.756], [-0.040, 3.229, -1.976], [0.051, 4.224, -0.817], [1.060, 5.324, -1.135], [-1.338, 4.809, -0.556], [-2.382, 3.716, -0.297], [-2.173, 3.021, 1.046], [-2.359, 2.711, -1.456], [-0.579, -0.502, -3.129], [0.128, -2.374, 1.291], [0.503, -1.952, 2.560], [1.631, -1.216, 2.804], [2.425, -0.800, 1.718], [3.004, -2.843, 5.921], [2.265, -3.265, 4.372], [1.549, -3.851, 5.877], [1.697, -0.921, 4.995], [1.016, -1.495, 6.537], [-2.059, -3.302, 4.286], [-2.719, -4.027, 2.019], [-0.830, -4.519, -0.548], [-2.455, -3.840, -0.332], [-1.300, -1.681, -1.120], [-0.728, -2.230, -4.399], [1.637, -2.961, -4.057], [1.509, -1.333, -4.748], [2.030, -2.027, -1.822], [3.203, -1.326, -2.947], [1.827, 0.711, -3.173], [2.144, 0.416, -1.439], [0.916, 2.723, -2.117], [-0.302, 3.754, -2.902], [0.388, 3.676, 0.067], [2.045, 4.900, -1.309], [1.129, 6.023, -0.305], [0.758, 5.875, -2.023], [-1.297, 5.487, 0.299], [-1.643, 5.392, -1.430], [-3.374, 4.183, -0.289], [-1.241, 2.464, 1.064], [-2.980, 2.317, 1.233], [-2.158, 3.753, 1.851], [-2.978, 1.845, -1.222], [-2.736, 3.185, -2.370], [-0.446, 0.160, -3.998], [-1.621, -0.446, -2.816], [0.729, -2.100, 0.439], [3.254, -0.253, 2.164], [1.866, -0.137, 1.053], [2.821, -1.654, 1.157]], "lowdin_charge": [-0.059, -0.242, -0.043, -0.202, 0.005, -0.044, -0.206, -0.112, 0.093, -0.468, 0.055, -0.191, -0.148, -0.149, -0.190, -0.236, 0.636, -0.272, -0.263, -0.203, -0.163, -0.361, -0.061, -0.138, -0.336, -0.052, -0.164, -0.157, 0.037, -0.180, -0.102, -0.068, 0.075, 0.070, 0.080, 0.110, 0.122, 0.120, 0.109, 0.131, 0.128, 0.084, 0.155, 0.116, 0.119, 0.114, 0.118, 0.127, 0.114, 0.114, 0.140, 0.128, 0.079, 0.080, 0.081, 0.121, 0.123, 0.139, 0.051, 0.087, 0.085, 0.116, 0.133, 0.136, 0.124, 0.102, 0.099, 0.059, 0.098], "homo_ha": -0.2845, "e_above_lowest_kcal_mol": 9.1, "smiles": "CCOc1ccc(CNC(=O)[C@@H]2CCCN(S(=O)(=O)N3C[C@@H](C)C[C@H](C)C3)C2)cc1OC", "energy_ev": -49995.066, "homo_lumo_gap_ev": 8.25}